[1]
Molecular formula: C25H26BrCl2I2NO2S2
Method: DFT, ωB97M-V/def2-TZVPD

Structure (XYZ):
```
61
Properties=species:S:1:pos:R:3:forces:R:3:lowdin_charge:R:1
C 4.3748 -2.3623 2.8708 -0.9 0.2 -0.1 -0.14
C 3.9961 -2.3324 1.2848 -0.1 1.2 1.0 -0.24
C 3.0801 -1.0080 1.0898 1.2 0.3 -0.5 -0.22
C 2.8951 -0.5882 -0.4625 -0.7 0.4 1.0 -0.19
C 1.5090 -1.0819 -1.1106 -0.2 0.3 -1.2 -0.14
C 0.3404 0.0359 -1.0439 -2.0 1.5 0.6 -0.01
C 0.4136 1.3451 -1.9194 -2.7 -0.3 2.3 -0.03
C 1.5771 1.6730 -2.9581 -1.3 0.3 -0.1 -0.19
C 2.8353 2.4605 -2.3463 1.4 -0.6 -0.5 -0.26
C 4.1679 1.6838 -2.8822 -1.0 -0.7 0.4 -0.52
S 4.2203 1.8119 -4.7667 -0.2 -0.8 0.4 0.63
C -0.7467 2.3914 -1.7496 -0.4 -3.2 1.7 -0.12
N -0.7122 3.6356 -2.5489 3.4 2.0 3.7 0.07
C 0.0757 4.5087 -2.0038 -0.9 -0.2 -1.7 -0.64
S 1.0706 5.7335 -1.5328 -2.4 -2.9 -1.0 0.69
C -1.9697 2.1802 -0.8055 0.9 -2.1 0.0 -0.15
C -3.1544 3.2487 -0.6407 2.1 1.4 3.3 -0.71
I -4.8309 3.4533 -1.9964 1.3 -0.4 0.7 0.83
C -3.1302 4.1225 0.4955 -1.1 -0.9 -2.7 -0.70
C -4.2860 5.2041 0.7834 0.1 -0.3 0.8 -0.21
I -1.4736 4.0477 1.9462 -1.3 0.1 -1.2 0.80
C -2.0617 0.8641 0.0230 2.6 0.0 -1.9 0.00
C -0.8912 -0.1856 -0.0913 -0.3 2.2 -1.4 0.03
C -1.0696 -1.5004 0.7994 1.0 -0.3 0.8 -0.26
O -0.1494 -2.1071 1.3914 -3.1 2.0 -2.1 0.04
C -2.5962 -2.0171 0.9527 -1.6 1.4 -0.3 -0.16
C -2.8212 -3.6043 0.9624 0.7 0.0 0.5 -0.58
Cl -1.5914 -4.4904 -0.1254 -1.2 1.3 -0.1 0.53
C -2.6472 -4.2308 2.4755 -1.6 -0.5 -0.1 -0.64
C -4.0338 -5.0279 2.7666 0.4 0.9 0.3 -0.15
Cl -1.3226 -5.5339 2.5574 -0.9 1.4 0.7 0.50
C -3.6576 -1.0621 1.0639 2.9 -1.8 -0.6 -0.42
Br -5.5269 -1.7364 1.2545 1.8 1.2 -0.1 0.72
C -3.3026 0.5149 0.9955 -0.9 1.2 0.8 -0.28
O -3.9427 1.3622 1.6504 2.1 -3.0 -2.4 0.03
H 5.3658 -1.8190 3.0860 -1.4 -1.1 -0.4 0.08
H 4.3371 -3.4180 3.3092 0.4 1.5 -0.6 0.07
H 3.5541 -1.7625 3.4249 1.3 -1.0 -0.8 0.07
H 3.4906 -3.2903 0.9308 0.6 1.3 0.5 0.11
H 4.9587 -2.1608 0.6963 -1.3 -0.4 0.6 0.10
H 2.1018 -1.0449 1.6760 1.2 -0.2 -1.0 0.10
H 3.6982 -0.1499 1.5645 -0.9 -1.4 -0.6 0.11
H 3.8022 -0.9607 -1.0721 -1.5 0.6 1.0 0.11
H 2.8561 0.5665 -0.4638 0.3 -1.9 -0.3 0.09
H 1.1522 -2.0961 -0.7064 0.5 1.7 -0.4 0.11
H 1.7249 -1.2674 -2.2342 -0.5 0.4 1.7 0.11
H 1.8720 0.7012 -3.5083 -0.3 1.5 1.2 0.09
H 1.1024 2.3367 -3.7772 0.7 -1.1 1.3 0.12
H 2.8307 2.5275 -1.2013 -0.1 -0.3 -1.6 0.11
H 2.9478 3.5339 -2.7350 -0.6 -1.6 0.5 0.09
H 5.1300 2.0900 -2.4212 -1.3 -0.5 -0.9 0.08
H 4.1089 0.5491 -2.6733 0.1 2.0 -0.1 0.06
H 3.5012 0.6713 -5.1666 0.8 1.1 0.8 -0.12
H -5.3079 4.6764 0.8226 1.6 0.7 -0.2 0.07
H -4.1543 5.7174 1.8051 0.1 -1.0 -1.6 0.06
H -4.3375 6.0360 0.0052 0.3 -1.3 0.8 0.07
H -3.8448 -3.9022 0.5258 1.7 0.8 0.8 0.08
H -2.4685 -3.3938 3.2478 0.0 -1.5 -1.3 0.12
H -4.8779 -4.3767 2.3491 1.1 -1.2 0.5 0.03
H -3.9363 -6.0360 2.2418 -0.5 1.4 0.8 0.08
H -4.2454 -5.1358 3.8950 0.6 -0.1 -1.8 0.09
```
Forces are in eV/Å.

LUMO energy: -0.0577 Eh
E: -164880.49510 eV
orbital gap: 7.3 eV
HOMO: -8.9 eV



[2]
Molecular formula: C7H10N2O
Method: DFT, ωB97M-V/def2-TZVPD

Structure (XYZ):
```
20
Properties=species:S:1:pos:R:3:forces:R:3:lowdin_charge:R:1
C -2.3940 -1.2916 -0.2347 0.0 -0.1 -0.2 -0.06
C -1.3358 -0.6518 0.6628 0.0 0.0 0.4 -0.31
C 0.0797 -1.1142 0.3983 0.3 0.2 -0.2 0.04
C 0.9376 -0.0886 0.2360 -0.6 -1.1 -0.5 -0.16
C 2.3747 -0.2124 0.0795 3.7 1.5 1.5 -0.18
N 3.3897 -0.0737 0.7612 -0.7 -0.3 -1.1 0.09
C 0.2013 1.2158 0.3110 0.3 0.3 0.0 -0.20
N -0.7874 1.3406 -0.7721 -0.1 0.0 -0.3 0.09
C -1.2209 0.8642 0.5421 -0.1 0.1 0.2 -0.23
H -2.1661 -1.1077 -1.2935 -0.1 0.0 0.3 0.08
H -2.4370 -2.3772 -0.0734 0.0 0.3 0.0 0.08
H -3.3851 -0.8724 -0.0126 0.2 -0.1 -0.1 0.08
H -1.5777 -0.8994 1.7111 0.0 0.1 -0.2 0.15
H 0.3311 -2.1764 0.3583 0.1 0.4 -0.1 0.13
H 0.6727 2.1122 0.7133 -0.1 -0.3 -0.1 0.15
H -1.0535 2.3160 -0.8869 0.0 -0.1 0.0 0.10
H -1.8787 1.5043 1.1313 0.2 -0.2 -0.1 0.15
O 3.3346 0.2617 -1.4672 -1.3 -0.8 0.0 -0.21
H 2.7479 0.9314 -1.8334 0.6 0.7 -0.5 0.02
H 4.1668 0.3192 -0.3313 -2.5 -0.6 0.9 0.21
```
Forces are in eV/Å.

LUMO energy: 0.0146 Eh
E: -12443.70207 eV
relative energy (zero: lowest compared OMol25 entry of this formula, charge and spin): 5.746 eV
orbital gap: 9.4 eV
HOMO: -9.0 eV



[3]
Molecular formula: C16H15HgN4O5
Method: DFT, ωB97M-V/def2-TZVPD

Structure (XYZ):
```
41
Properties=species:S:1:pos:R:3:forces:R:3:lowdin_charge:R:1
Hg 0.1710 -0.1488 -0.7685 -0.2 0.0 0.2 1.13
O -1.9229 3.3744 1.0506 0.1 -0.2 -0.1 -0.02
C -1.3638 2.4957 0.3794 -0.1 0.1 0.0 -0.49
N -0.4525 1.5722 0.7012 0.1 0.0 0.0 0.04
C 0.0499 1.4942 2.0222 -0.1 0.0 -0.1 -0.48
O -0.2557 2.2839 2.9279 0.0 0.0 0.1 -0.02
C 0.9763 0.4080 2.2830 -0.1 0.1 0.1 -0.24
C 1.4969 0.2277 3.5942 -0.1 0.1 0.0 -0.06
C 2.3878 -0.7683 3.8624 0.0 0.1 0.2 -0.15
C 2.8132 -1.6274 2.8047 0.0 -0.1 -0.1 -0.15
C 2.2715 -1.3889 1.5549 0.0 0.0 0.0 -0.23
N 1.3821 -0.4463 1.2788 0.1 0.0 -0.2 -0.02
C -1.8205 2.4658 -1.0945 0.1 -0.1 -0.1 -0.18
C -2.9330 3.2351 -1.4543 0.1 -0.1 0.0 -0.02
C -3.3583 3.2176 -2.7667 0.0 -0.1 -0.1 -0.09
C -2.6664 2.4457 -3.7004 -0.1 0.1 0.1 -0.10
C -1.5723 1.7220 -3.2608 -0.1 0.1 0.1 -0.15
N -1.1657 1.7363 -1.9957 0.0 0.2 0.2 0.06
H 1.1551 0.9136 4.3578 0.0 0.0 0.0 0.09
H 2.7781 -0.8968 4.8674 0.0 0.0 0.0 0.07
H 3.5477 -2.4085 2.9497 0.0 0.0 0.0 0.06
H 2.5818 -1.9936 0.7044 0.0 0.0 0.0 0.09
H -3.4123 3.8158 -0.6802 0.0 0.0 0.0 0.10
H -4.2243 3.7987 -3.0678 0.0 0.0 0.0 0.09
H -2.9661 2.4057 -4.7405 0.0 0.0 0.0 0.08
H -0.9916 1.1021 -3.9364 0.0 0.0 0.0 0.11
N -0.4233 -3.7815 1.7293 0.0 0.0 0.0 0.13
C -0.9207 -3.0003 0.6944 0.0 0.0 0.0 -0.58
O -1.9286 -2.3446 0.8423 -0.1 -0.1 -0.1 0.03
C -0.1494 -3.1113 -0.6068 0.0 0.0 0.0 -0.28
C -0.4855 -2.0265 -1.6237 0.2 0.0 0.0 -0.31
H -0.7587 -3.4701 2.6291 0.0 0.0 0.0 0.09
H 0.5738 -3.9334 1.7037 0.0 0.1 0.1 0.07
H -0.3160 -4.1450 -0.9549 -0.1 0.1 -0.1 0.10
H 0.9150 -3.0487 -0.3620 0.0 -0.1 0.0 0.08
H -1.5463 -2.0257 -1.8773 0.0 0.0 0.1 0.01
H 0.0900 -2.1946 -2.5368 0.0 0.0 0.0 0.01
O 4.1598 1.1968 -2.5327 0.0 0.2 -0.2 -0.12
C 3.1106 1.0271 -1.8974 0.2 -0.3 0.5 -0.66
O 2.2399 0.1276 -2.0713 -0.2 0.1 -0.2 -0.22
H 2.9332 1.6947 -1.0090 -0.1 0.0 -0.3 0.10
```
Forces are in eV/Å.

LUMO energy (spin up / spin down): 0.1791 / 0.1790 Eh
E: -37209.03421 eV
spin multiplicity: 2
total charge: -2
orbital gap (spin up / spin down): 3.8 / 7.1 eV
HOMO (spin up / spin down): 1.1 / -2.2 eV



[4]
Molecular formula: C2ClF4N
Method: DFT, ωB97M-V/def2-TZVPD

Structure (XYZ):
```
8
Properties=species:S:1:pos:R:3:forces:R:3:lowdin_charge:R:1
C 1.6062 -0.2721 0.1632 0.3 -1.7 0.3 -0.98
C -1.5493 0.2524 -0.0590 3.1 -3.4 0.8 -0.51
N 0.5006 -0.5914 0.5688 -4.4 1.2 -0.4 0.13
F 2.5862 -1.0566 0.7130 0.9 0.7 -0.3 -0.05
F -1.5831 1.1952 0.7595 0.0 2.2 0.3 0.27
F -1.3967 0.4257 -1.3210 -0.5 0.7 0.2 0.24
F -2.4382 -0.6432 0.2616 0.6 0.0 -0.6 0.22
Cl 2.2744 0.6901 -1.0862 -0.1 0.4 -0.1 0.68
```
Forces are in eV/Å.

LUMO energy (spin up / spin down): -0.0334 / -0.0331 Eh
E: -26952.70104 eV
relative energy (zero: lowest compared OMol25 entry of this formula, charge and spin): 3.484 eV
orbital gap (spin up / spin down): 8.6 / 8.7 eV
HOMO (spin up / spin down): -9.5 / -9.6 eV



[5]
Molecular formula: C7H15NO3
Method: DFT, ωB97M-V/def2-TZVPD

Structure (XYZ):
```
26
Properties=species:S:1:pos:R:3:forces:R:3:lowdin_charge:R:1
C -2.3612 2.5104 1.0847 2.1 0.7 -1.5 -0.49
C 0.5884 -2.3277 0.9194 2.0 2.9 1.4 -0.11
C -1.6142 0.4808 -1.8428 -1.2 -0.6 2.7 -0.07
C 2.4319 0.2155 0.2113 1.0 -1.9 -0.6 -0.09
C -0.1174 -1.4415 -0.1170 -0.7 -3.8 -0.1 -0.19
C -0.2497 0.8381 -1.0744 -1.9 -1.0 -1.6 -0.13
C 1.0879 0.4007 0.9202 2.5 -0.3 -1.1 -0.22
N -0.1238 0.0076 0.2240 -0.3 0.7 -2.2 -0.42
O -1.4265 3.0285 0.6487 1.0 0.9 0.0 0.17
O -3.3415 2.0579 1.4035 -3.1 -1.4 1.5 0.23
O -1.1556 0.2699 1.0056 -1.4 0.0 1.4 -0.19
H 0.3407 -3.2837 0.5903 0.4 -2.0 -0.4 0.05
H 1.7420 -2.0509 0.9921 -2.5 -1.4 -0.1 0.10
H 0.1439 -2.2138 1.9247 0.2 0.1 -0.4 0.09
H -1.7048 1.2225 -2.6128 -0.4 0.5 -0.3 0.05
H -1.6780 -0.5023 -2.3410 0.5 0.3 0.4 0.06
H -2.5917 0.4821 -1.0887 2.8 0.4 -1.9 0.14
H 2.5029 -0.9207 -0.1534 0.4 2.5 0.8 0.09
H 2.4889 0.8075 -0.7376 0.5 -0.2 1.1 0.07
H 3.2514 0.4415 1.0550 -1.6 -0.4 -2.4 0.13
H -1.1741 -1.9538 -0.0278 1.6 2.1 -0.8 0.17
H 0.3678 -1.8297 -1.0835 -0.8 1.6 0.8 0.15
H -0.2692 1.9523 -1.0284 0.3 -1.1 1.2 0.12
H 0.5736 0.5421 -1.7084 0.3 -0.1 -0.3 0.09
H 1.0164 1.4347 1.0413 -0.6 1.5 1.0 0.11
H 1.2718 -0.1680 1.7952 -1.1 -0.1 1.2 0.10
```
Forces are in eV/Å.

LUMO energy: 0.0286 Eh
E: -15131.22108 eV
relative energy (zero: lowest compared OMol25 entry of this formula, charge and spin): 3.634 eV
SMILES: CC[N+]([O-])(CC)CC.O=C=O
orbital gap: 9.4 eV
HOMO: -8.6 eV



[6]
Molecular formula: C7H9P
Method: DFT, ωB97M-V/def2-TZVPD

Structure (XYZ):
```
17
Properties=species:S:1:pos:R:3:forces:R:3:lowdin_charge:R:1
C -1.1830 2.7452 -0.6375 1.3 -0.8 0.6 0.09
C -0.4758 1.9606 -0.0523 -0.3 0.3 -0.2 -0.19
C -1.2896 -0.4463 0.0805 -1.3 3.2 2.8 -0.52
C -0.4348 -1.5469 -0.3197 0.5 2.0 -3.2 -0.27
C 0.9679 -0.9030 -0.5331 -0.3 -2.2 0.1 -0.20
C 1.1802 -0.0199 0.6407 -2.3 0.9 0.3 -0.20
C -0.0928 0.8753 0.8220 -1.2 -2.4 -0.3 -0.20
P -2.9752 -0.1922 0.0125 1.4 -0.2 0.6 0.80
H -1.7580 3.4019 -1.1980 -0.5 0.8 -0.6 0.01
H -0.3299 -2.2125 0.4562 -0.2 -2.1 1.6 0.09
H -0.8053 -1.9477 -1.3066 0.4 -0.2 1.2 0.14
H 1.6626 -1.7652 -0.6241 0.1 0.9 0.0 0.12
H 0.8780 -0.3797 -1.4385 0.4 0.9 -1.3 0.09
H 1.2050 -0.6485 1.5202 0.4 0.1 0.5 0.11
H 1.9353 0.6978 0.6055 2.0 0.5 -0.1 0.09
H -0.1173 1.2807 1.8911 -0.6 -1.1 -1.3 0.14
H -3.0811 0.9560 0.9176 0.3 -0.5 -0.8 -0.13
```
Forces are in eV/Å.

LUMO energy: 0.0097 Eh
E: -16688.65608 eV
relative energy (zero: lowest compared OMol25 entry of this formula, charge and spin): 3.590 eV
orbital gap: 8.9 eV
HOMO: -8.7 eV



Q: The lowest E belongs to which entry?
A: C25H26BrCl2I2NO2S2



Q: The lowest E belongs to which entry?
A: C25H26BrCl2I2NO2S2